Formula: C17H19NO
Source: the OMol25 dataset
Level of theory: the ωB97M-V functional and the def2-TZVPD basis

Computed properties:
**Frontier orbital gap**: 8.64 eV
**Charge**: 0
**HOMO level**: -7.80 eV
**Energy above the lowest of the compared OMol25 structures with the same formula, charge and spin**: 38.2 kcal per mole
**Lowest unoccupied orbital energy**: 0.84 eV

Geometry as XYZ:
```
38
Properties=species:S:1:pos:R:3:nbo_charge:R:1
C 2.78322 0.52776 0.61707 -0.632
C 2.19227 1.62298 1.44132 -0.099
C 2.69989 2.46482 2.36517 -0.027
N 1.74586 3.34042 2.83090 -0.539
C 0.59638 3.15046 2.07587 0.119
C -0.66723 3.71357 2.18313 -0.237
C -1.71346 3.16214 1.45671 -0.225
C -1.49602 2.06453 0.63430 -0.220
C -0.21293 1.53235 0.45335 -0.229
C 0.80973 2.03746 1.24619 -0.029
H 2.10397 -0.32114 0.69246 0.213
H 3.76904 0.13758 0.84719 0.223
H 2.74528 0.84593 -0.42710 0.215
H 3.71333 2.50846 2.72947 0.208
H 1.93799 4.23697 3.24744 0.405
H -0.84137 4.63142 2.73301 0.209
H -2.70934 3.58767 1.56534 0.214
H -2.30604 1.48425 0.20801 0.214
H -0.07306 0.86673 -0.38649 0.218
C 1.96233 -2.66272 -1.43867 -0.613
C 0.98709 -1.58544 -1.97316 -0.428
C -0.46754 -1.76762 -1.65035 -0.046
C -0.87588 -2.04900 -0.34056 -0.196
C -2.17064 -2.47576 -0.09409 -0.276
C -3.13429 -2.41844 -1.08431 0.287
O -4.39772 -2.89100 -0.91975 -0.675
C -2.78554 -1.91962 -2.32794 -0.261
C -1.45297 -1.60815 -2.60332 -0.185
H 1.38129 -3.42425 -0.91994 0.215
H 2.74489 -2.21050 -0.82525 0.209
H 2.52668 -3.08710 -2.25763 0.212
H 1.28325 -0.60173 -1.57038 0.209
H 1.15631 -1.43127 -3.03311 0.211
H -0.13079 -2.03473 0.43289 0.213
H -2.40009 -2.90723 0.86717 0.206
H -4.52628 -3.37947 -0.08654 0.483
H -3.56804 -1.77324 -3.05979 0.222
H -1.20956 -1.36708 -3.62861 0.210
```